This record from OMol25 describes the molecule C2H4N2O. The level of theory is the ωB97M-V functional and the def2-TZVPD basis.

```
! wB97M-V def2-TZVPD RIJCOSX def2/J DEFGRID3
* xyz 0 1
O -1.78 0.91 0.18
C -0.58 0.29 0.19
C 0.36 -0.21 0.99
N 1.28 -0.45 -0.10
N 0.20 -0.10 -0.99
H -2.25 0.45 -0.43
H 0.67 -0.26 2.09
H 1.65 -1.30 -0.38
H 0.46 0.68 -1.55
*
```

Values from the calculation:
Kohn-Sham gap, eV: 9.29
SMILES: Oc1c[nH][nH]1
HOMO energy, eV: -8.41
Relative energy (zero: lowest compared OMol25 entry of this formula, charge and spin), kcal/mol: 77.6

This record from OMol25 describes the molecule C2H4N2O. The level of theory is the ωB97M-V functional and the def2-TZVPD basis.

```
! wB97M-V def2-TZVPD RIJCOSX def2/J DEFGRID3
* xyz 0 1
C -2.31 -0.14 0.28
C -1.48 -0.78 -0.29
O -0.28 -1.55 -0.31
N 0.78 -1.05 0.42
N 1.64 -0.14 -0.27
H -2.99 0.62 0.58
H 0.33 -0.48 1.20
H 2.39 -0.64 -0.75
H 1.06 0.61 -0.74
*
```

Values from the calculation:
Kohn-Sham gap, eV: 10.41
SMILES: C#CONN
HOMO energy, eV: -9.67
Relative energy (zero: lowest compared OMol25 entry of this formula, charge and spin), kcal/mol: 132.8

This record from OMol25 describes the molecule C2H4N2O. The level of theory is the ωB97M-V functional and the def2-TZVPD basis.

```
! wB97M-V def2-TZVPD RIJCOSX def2/J DEFGRID3
* xyz 0 1
C 0.95 -0.77 0.12
N -0.02 0.29 0.20
O 0.34 1.55 0.54
C -1.35 0.48 -0.39
N -2.29 -0.14 -0.81
H -1.20 1.65 -0.01
H 0.42 -1.72 0.10
H 1.57 -0.67 1.01
H 1.57 -0.68 -0.77
*
```

Values from the calculation:
Kohn-Sham gap (alpha / beta), eV: 8.79 / 8.18
HOMO energy (alpha / beta), eV: -9.84 / -9.55
Relative energy (zero: lowest compared OMol25 entry of this formula, charge and spin), kcal/mol: 131.9

Question: Which value of relative energy (zero: lowest compared OMol25 entry of this formula, charge and spin) does entry 3 give?
Answer: 131.9 kcal/mol